Here is a structure of composition C21H56FeN2O4SSb2Si3 from OMol25. Energies are from the ωB97M-V functional and the def2-TZVPD basis.

**Orbital gap (alpha / beta)**: 7.4 / 6.4 eV
**2S+1**: 5
**LUMO (alpha / beta)**: -0.1654 / -0.2019 hartree
**M**: 816.38 g mol⁻¹
**Expectation value of S²**: 6.009
**Total charge**: +2
**Highest occupied orbital energy (alpha / beta)**: -11.91 / -11.91 eV

```
90
Properties=species:S:1:pos:R:3:forces:R:3:mulliken_charge:R:1
Fe 2.0437 0.8306 0.9599 0.02 -0.12 -0.53 0.942
C 1.8064 2.3262 -1.6078 0.01 0.07 0.03 -0.804
C 3.1931 2.7307 -1.1561 -0.05 0.07 -0.04 -0.705
O 3.1720 2.6294 0.2776 -0.04 -0.14 -0.02 -0.093
C 4.4443 2.7401 0.9312 0.03 -0.01 0.06 -0.876
C 5.0395 1.3644 1.1243 -0.02 0.13 0.02 -0.616
O 4.0580 0.5916 1.8464 0.02 -0.01 0.12 -0.305
C 4.4010 -0.8014 1.9255 0.01 -0.03 -0.04 -0.661
C 3.9947 -1.5451 0.6314 0.04 0.02 0.04 -0.674
O 3.2931 -0.6043 -0.1815 0.03 -0.04 0.06 -0.073
C 2.5532 -1.1834 -1.2612 -0.08 0.05 -0.09 -0.686
C 2.0538 -0.0141 -2.0815 -0.06 -0.10 0.04 -0.634
O 1.5392 0.9848 -1.1776 0.10 0.07 0.02 0.376
H 1.6758 2.4238 -2.6864 0.08 -0.05 0.00 0.546
H 1.0602 2.9533 -1.1184 0.01 0.02 -0.04 0.199
H 3.4194 3.7579 -1.4522 -0.01 -0.02 0.03 0.580
H 3.9634 2.0654 -1.5564 -0.02 0.00 -0.06 0.353
H 4.2469 3.2048 1.8969 0.02 0.00 -0.01 0.311
H 5.1101 3.3906 0.3623 0.03 -0.05 0.00 0.475
H 5.9605 1.4150 1.7089 -0.02 0.03 0.00 0.531
H 5.2459 0.8779 0.1683 0.00 0.02 0.00 0.322
H 3.8494 -1.1996 2.7745 0.01 0.00 -0.02 0.297
H 5.4672 -0.8904 2.1349 -0.02 -0.05 -0.04 0.395
H 3.3323 -2.3784 0.8773 0.04 -0.01 -0.02 0.385
H 4.8539 -1.9271 0.0763 0.01 0.05 0.03 0.486
H 1.7248 -1.7746 -0.8601 -0.02 0.01 -0.02 0.101
H 3.2047 -1.8216 -1.8639 -0.05 0.01 0.00 0.502
H 1.2523 -0.3286 -2.7533 0.02 -0.01 0.02 0.239
H 2.8691 0.4191 -2.6634 0.02 -0.02 0.01 0.492
C 0.0287 4.7916 1.7485 -0.11 -0.04 -0.09 -1.326
Sb 0.3366 2.7100 2.0283 0.23 0.09 0.39 0.558
C 1.8302 2.9629 3.5738 -0.14 0.15 0.04 -1.371
C -1.3309 2.2170 3.2436 0.01 0.08 0.01 -1.221
H 0.0581 5.2595 2.7307 -0.01 0.03 0.00 0.430
H -0.9387 4.9738 1.2872 -0.02 0.00 -0.03 0.431
H 0.8129 5.2075 1.1204 0.03 0.00 0.00 0.414
H 1.3384 3.0095 4.5444 0.04 0.00 0.04 0.484
H 2.3223 3.9180 3.3903 0.00 0.04 0.03 0.484
H 2.6036 2.1971 3.5953 -0.03 -0.09 -0.05 0.211
H -1.2530 2.7728 4.1763 -0.03 0.01 0.01 0.532
H -1.3581 1.1489 3.4442 0.03 0.02 0.04 0.310
H -2.2495 2.4962 2.7322 -0.02 -0.01 -0.02 0.407
N -0.4636 -1.6979 4.0273 0.06 0.01 0.02 -0.275
C 0.5840 -1.0295 3.5613 -0.09 -0.12 -0.20 0.399
N 1.3870 -0.4107 4.4215 0.06 0.04 0.11 -0.228
S 0.8147 -1.0251 1.8547 -0.12 -0.10 0.21 0.031
H -0.6356 -1.8232 5.0129 0.01 0.01 0.01 0.226
H -1.0844 -2.1558 3.3760 0.00 0.01 -0.02 -0.035
H 1.2440 -0.4644 5.4187 -0.01 0.03 0.00 0.217
H 2.2213 0.0431 4.0951 -0.01 0.02 -0.02 0.077
C -3.1661 -0.5856 1.7880 -0.03 -0.03 -0.13 -0.383
Si -3.0894 -1.9689 0.5061 -0.11 -0.05 0.15 0.460
C -2.3069 -3.4995 1.2839 -0.02 0.07 -0.07 -1.089
C -4.8261 -2.3916 -0.0426 0.10 0.02 -0.04 -1.016
Sb -1.4967 -1.1500 -1.2969 0.18 -0.01 0.05 -1.007
Si -2.6804 0.9127 -2.2085 -0.07 0.03 -0.08 0.510
C -2.3652 2.2389 -0.9027 0.02 -0.03 -0.01 -0.274
C -4.5153 0.7189 -2.5172 0.11 -0.01 0.03 -1.097
C -1.7962 1.4169 -3.7873 -0.05 -0.03 0.09 -0.906
Si -1.6458 -2.9986 -3.0504 -0.05 -0.17 -0.17 0.591
C -0.6908 -4.4459 -2.3063 -0.06 0.09 -0.02 -1.164
C -3.3851 -3.5244 -3.5010 0.06 0.09 0.07 -1.052
C -0.7416 -2.3883 -4.5814 -0.04 0.00 0.08 -0.991
H -3.6485 -0.9158 2.7107 -0.01 -0.04 0.04 0.529
H -3.7564 0.2487 1.4032 -0.02 0.02 -0.01 0.421
H -2.1730 -0.1988 2.0209 0.04 -0.06 -0.02 -0.441
H -2.8301 -3.7891 2.1992 -0.03 0.02 0.04 0.450
H -1.2440 -3.3675 1.4990 0.05 0.03 0.01 0.255
H -2.3805 -4.3479 0.6016 -0.01 -0.03 -0.02 0.394
H -5.4371 -2.6859 0.8126 0.00 -0.01 0.07 0.379
H -4.8277 -3.2195 -0.7507 0.00 -0.02 -0.01 0.276
H -5.3136 -1.5457 -0.5253 -0.02 0.04 -0.02 0.217
H -2.9085 2.0250 0.0190 -0.02 -0.03 0.04 0.188
H -2.6760 3.2243 -1.2534 -0.03 0.05 -0.04 0.507
H -1.2973 2.2763 -0.6647 0.01 -0.01 -0.02 -0.472
H -5.0520 0.4762 -1.6000 -0.01 -0.01 0.03 0.262
H -4.7092 -0.0760 -3.2384 0.00 -0.02 -0.01 0.293
H -4.9412 1.6418 -2.9147 0.01 0.05 -0.03 0.390
H -0.7278 1.5663 -3.6165 0.04 -0.02 0.01 0.079
H -2.2068 2.3525 -4.1710 -0.02 0.05 0.00 0.425
H -1.9098 0.6666 -4.5695 0.00 -0.02 -0.02 0.268
H -0.7274 -4.4529 -1.2163 -0.02 -0.01 0.02 0.279
H 0.3581 -4.4099 -2.6052 0.05 0.03 0.02 0.348
H -1.0940 -5.3978 -2.6546 -0.02 -0.03 -0.05 0.385
H -3.9003 -3.9785 -2.6545 0.00 -0.01 0.02 0.275
H -3.3524 -4.2655 -4.3020 0.03 -0.02 -0.03 0.403
H -3.9861 -2.6828 -3.8469 -0.02 0.02 -0.01 0.270
H 0.3269 -2.2675 -4.3908 0.03 0.02 0.03 0.254
H -1.1305 -1.4369 -4.9433 -0.03 0.02 -0.02 0.212
H -0.8453 -3.1130 -5.3909 0.00 -0.05 -0.02 0.412
```
Positions in Å, forces in eV/Å.



Here is a cluster of 8 separate species, C21H57F6N5O8 in total in a non-equilibrium geometry from OMol25. Energies are from the ωB97M-V functional and the def2-TZVPD basis.

**Orbital gap**: 9.2 eV
**2S+1**: 1
**LUMO**: 0.0182 hartree
**M**: 621.70 g mol⁻¹
**Highest occupied orbital energy**: -8.74 eV

```
97
Properties=species:S:1:pos:R:3:forces:R:3:mulliken_charge:R:1
N -0.5974 0.3242 -3.9296 0.31 0.67 -0.83 -0.062
H -0.8627 -0.3365 -4.6524 0.08 -0.14 0.11 0.434
H -0.3973 1.2175 -4.3797 -0.22 -0.05 -0.08 0.443
H 0.3077 0.0902 -3.4225 0.04 -0.34 0.78 -0.007
H -1.4001 0.5057 -3.2608 -0.35 0.02 0.87 0.022
N -0.4007 0.1862 -0.1355 -0.67 -0.10 0.80 1.643
H 0.3802 0.1206 -0.8177 0.15 0.16 -0.11 -0.533
H -1.2797 0.4111 -0.6429 -0.05 0.04 -0.46 -0.366
H -0.2486 0.9341 0.5614 0.50 -0.25 -0.19 0.669
H -0.5212 -0.7421 0.3441 0.18 0.23 -0.52 0.373
C 2.6612 0.4626 -2.4379 -0.81 0.11 -1.28 -0.486
O 3.5695 -0.6078 -2.4471 0.22 -0.08 0.24 -0.165
O 1.4196 0.0106 -2.2065 -0.36 -0.15 0.33 -0.209
C 3.1242 1.5244 -1.4358 0.44 -0.57 0.71 0.663
F 3.4622 0.9713 -0.2547 -0.12 0.07 0.08 -0.287
F 4.2219 2.1665 -1.8729 0.02 0.26 -0.17 -0.333
F 2.1903 2.4511 -1.1686 -0.12 0.15 -0.24 -0.297
C 4.7124 -0.5161 -3.2752 0.27 0.11 0.27 -0.286
C 5.4813 -1.8191 -3.1785 -0.33 0.27 -0.77 -1.200
H 6.2846 -1.7373 -3.9149 0.15 -0.26 0.16 0.399
H 5.8893 -2.0309 -2.1956 -0.07 0.10 0.10 0.301
H 4.8071 -2.6163 -3.4941 0.15 -0.19 0.16 0.253
H 5.3551 0.3187 -2.9771 -0.07 0.03 0.00 0.273
H 4.4156 -0.3499 -4.3199 -0.09 0.04 0.04 0.298
H 2.6664 0.9729 -3.4285 0.53 0.08 0.01 0.144
C -3.6066 0.6871 -1.7688 0.44 1.13 0.69 0.058
O -3.6982 0.0553 -0.4812 -0.20 -0.35 -0.26 -0.027
O -2.3246 0.9677 -1.9746 0.56 -0.49 -0.82 -0.882
C -4.2294 -0.1568 -2.8902 0.47 -0.28 0.09 0.385
F -3.6653 -1.3807 -2.9833 -0.12 -0.03 0.06 -0.191
F -5.5492 -0.3288 -2.7465 -0.21 -0.04 -0.13 -0.288
F -4.0287 0.4284 -4.0868 -0.08 0.16 -0.07 -0.296
C -4.9802 -0.2847 0.0111 0.00 -0.26 0.39 -0.444
C -4.8861 -0.5511 1.5072 -0.61 0.39 -0.25 -1.106
H -5.9082 -0.5440 1.8972 0.04 -0.20 0.07 0.408
H -4.4454 -1.5226 1.7206 0.25 0.13 0.14 0.210
H -4.3784 0.2744 2.0068 0.28 -0.20 0.02 0.225
H -5.3453 -1.1981 -0.4704 -0.11 0.11 -0.13 0.221
H -5.7046 0.5171 -0.1669 0.08 0.06 -0.16 0.496
H -4.1942 1.6295 -1.7278 -0.44 -0.25 0.01 0.196
C 1.1040 -2.9985 -3.5922 0.06 -0.11 0.57 -0.534
O 1.4903 -2.8721 -2.2400 -0.17 -0.04 0.05 -0.577
H 1.1582 -4.0581 -3.8432 0.06 0.03 -0.12 0.364
H 0.0584 -2.6878 -3.7307 0.07 0.11 -0.20 0.038
H 1.7825 -2.4327 -4.2391 -0.15 0.00 -0.16 0.228
H 1.5627 -1.9174 -2.0523 0.11 0.05 -0.07 0.259
C -1.8673 -3.2455 -1.3405 -0.91 0.02 -0.41 -1.081
C -1.9946 -3.0120 0.1453 -0.27 0.70 0.13 2.053
C -2.5120 -4.2319 0.8748 0.93 -1.17 -0.97 -1.301
O -2.4500 -4.0267 2.2554 -0.47 0.27 0.29 -0.294
C -3.1006 -5.0423 2.9901 0.32 -0.07 0.00 -0.817
N -0.7087 -2.5035 0.6379 0.45 -0.81 0.97 -0.716
H -1.1938 -4.0728 -1.5630 0.20 0.15 -0.07 0.482
H -1.5885 -2.3272 -1.8568 0.47 -0.08 0.16 -0.218
H -2.8458 -3.4644 -1.7805 0.03 -0.28 0.18 0.489
H -2.7174 -2.2096 0.3284 0.04 0.05 -0.17 -1.266
H -1.8847 -5.0994 0.5737 0.21 0.15 0.35 0.466
H -3.4833 -4.5608 0.4747 -0.36 0.59 0.45 0.481
H -2.5640 -5.9894 2.8574 -0.28 -0.12 -0.13 0.321
H -4.1478 -5.1177 2.6848 0.01 -0.21 -0.01 0.305
H -3.0575 -4.8074 4.0518 0.02 0.25 -0.05 0.260
H 0.0287 -3.1774 0.4231 -0.02 0.20 -0.47 0.270
H -0.6939 -2.5229 1.6595 -0.40 0.09 -0.07 0.314
C -1.7647 3.2134 0.9282 0.38 0.04 0.37 -1.639
C -0.3108 3.3232 0.4720 -0.52 0.03 0.09 0.794
C 0.1714 4.7707 0.4131 0.04 -0.18 -0.01 -0.833
O -0.7715 5.5328 -0.3042 -0.01 0.02 0.19 -0.265
C -0.7276 6.9141 -0.0350 -0.09 0.16 -0.82 -0.811
N 0.5436 2.5099 1.3742 -0.17 0.90 -0.40 -0.552
H -2.4021 3.6673 0.1764 -0.20 0.02 0.16 0.387
H -1.8928 3.6952 1.9051 -0.08 0.23 -0.15 0.447
H -2.0531 2.1730 1.0856 -0.02 -0.06 -0.28 0.346
H -0.3018 2.9464 -0.5558 0.37 -0.28 0.13 -0.210
H 1.1555 4.7887 -0.0785 -0.02 0.12 0.00 0.400
H 0.3161 5.1625 1.4319 -0.19 0.01 0.00 0.414
H 0.1594 7.3819 -0.4820 0.20 -0.08 0.38 0.303
H -0.8148 7.1354 1.0311 0.12 -0.01 0.03 0.336
H -1.5651 7.3607 -0.5737 -0.13 -0.07 0.22 0.249
H 0.3725 2.8930 2.3029 0.06 -0.28 0.10 0.317
H 1.5102 2.7633 1.1746 0.06 -0.37 0.00 0.215
C 3.4187 -0.0579 5.6507 0.00 -0.58 0.06 -1.386
C 3.6259 0.9297 4.5067 -0.91 0.11 0.92 0.291
C 2.6995 0.6313 3.3489 0.62 0.42 -0.66 -0.368
O 3.1067 -0.5584 2.7063 -0.20 -0.11 0.34 -0.393
C 2.1280 -1.0072 1.8225 -0.72 -0.88 -0.78 -0.482
N 3.3193 2.3136 4.9493 0.79 -0.03 0.23 -0.717
H 4.2030 -0.0193 6.4092 0.04 0.18 -0.06 0.359
H 3.3714 -1.0921 5.2984 0.10 0.08 -0.12 0.309
H 2.4663 0.1336 6.1544 -0.01 0.10 -0.06 0.335
H 4.6627 0.8934 4.1755 -0.03 0.05 -0.23 0.421
H 2.7974 1.4736 2.6503 -0.12 -0.09 -0.04 0.042
H 1.6438 0.5936 3.6491 0.04 -0.16 0.22 0.272
H 1.8471 -0.2689 1.0669 0.13 0.16 0.18 -0.090
H 1.2065 -1.3617 2.3152 0.10 0.43 0.34 0.479
H 2.4562 -1.8946 1.2749 0.52 0.18 0.09 0.300
H 4.1419 2.6310 5.4569 -0.06 0.26 -0.18 0.284
H 2.6100 2.3016 5.6768 -0.20 -0.18 -0.20 0.272
```
Positions in Å, forces in eV/Å.